{"formula": "C16H38CdN5O6", "method": "the ωB97M-V functional and the def2-TZVPD basis", "species": ["Cd", "C", "O", "H", "H", "H", "C", "C", "O", "N", "C", "H", "H", "H", "H", "H", "H", "H", "C", "C", "O", "N", "C", "H", "H", "H", "H", "H", "H", "H", "C", "C", "O", "N", "C", "H", "H", "H", "H", "H", "H", "H", "C", "C", "O", "N", "C", "H", "H", "H", "H", "H", "H", "H", "C", "C", "O", "N", "C", "H", "H", "H", "H", "H", "H", "H"], "xyz": [[0.223167, -0.097240, -0.286388], [2.273616, -0.070937, -3.111687], [1.371382, -0.034477, -2.052292], [2.408033, 0.921662, -3.552985], [3.218284, -0.539356, -2.784424], [1.936772, -0.794428, -3.874008], [2.058562, 1.821068, 2.992852], [2.222505, 1.796935, 1.488339], [1.401029, 1.275964, 0.746517], [3.297386, 2.432238, 1.045178], [3.809044, 2.270842, -0.319440], [2.996720, 1.743274, 3.544335], [1.433639, 0.979152, 3.276422], [1.590774, 2.712502, 3.418638], [3.951077, 2.913979, 1.635912], [4.286829, 3.204117, -0.615409], [3.036258, 2.053158, -1.053864], [4.537712, 1.459452, -0.307339], [-0.425135, -4.079372, -1.648168], [-1.169978, -2.752537, -1.712997], [-0.893250, -1.808376, -0.975432], [-2.222930, -2.694954, -2.535554], [-2.984389, -1.480149, -2.774419], [0.627614, -3.939824, -1.429610], [-0.523666, -4.597099, -2.603243], [-0.933755, -4.690832, -0.902111], [-2.500113, -3.545268, -2.995834], [-2.348759, -0.700296, -3.182912], [-3.466580, -1.223553, -1.827214], [-3.822231, -1.688775, -3.436577], [0.819932, -3.072627, 2.578676], [1.619686, -2.484802, 1.433151], [1.277480, -1.460540, 0.853599], [2.685770, -3.161821, 1.010182], [3.354027, -2.826759, -0.253877], [1.103945, -2.716616, 3.574699], [1.052426, -4.139078, 2.639273], [-0.256805, -2.925892, 2.583412], [2.821022, -4.061676, 1.443296], [4.007404, -1.994509, 0.002311], [2.629500, -2.466522, -0.985580], [3.934639, -3.600329, -0.747902], [-3.436349, -0.025235, 1.802503], [-1.996937, 0.294004, 2.050433], [-1.137467, -0.112542, 1.261670], [-1.664714, 0.829132, 3.228200], [-2.569999, 1.595124, 4.078321], [-3.702670, -0.979106, 2.262196], [-3.607891, -0.219993, 0.743127], [-4.159880, 0.739918, 2.079571], [-0.712898, 0.884319, 3.530175], [-1.967939, 2.315431, 4.630508], [-3.249140, 1.014245, 4.698762], [-3.187143, 2.265689, 3.471689], [-2.876869, 3.056376, -0.476431], [-1.688584, 2.561702, -1.275806], [-1.006215, 1.608505, -0.919607], [-1.466843, 3.216644, -2.412577], [-0.345715, 2.839983, -3.289573], [-3.383020, 3.940682, -0.871832], [-2.498551, 3.436932, 0.479785], [-3.655312, 2.326959, -0.277729], [-1.934376, 4.094907, -2.543248], [-0.222508, 1.767820, -3.391076], [0.563268, 3.300105, -2.903757], [-0.530886, 3.312695, -4.252799]], "forces_ev_per_angstrom": [[0.579, 0.397, -3.347], [-0.892, -1.154, 1.154], [0.266, 0.191, -0.666], [0.388, 0.003, -0.250], [0.448, 0.586, -0.110], [-0.112, 0.360, -0.424], [-0.197, -0.206, 0.712], [-0.278, 0.672, 0.964], [1.219, 1.403, 1.134], [0.840, 0.165, -1.429], [0.010, 0.213, -0.039], [0.129, -0.170, -0.275], [0.026, -0.173, -0.024], [-0.144, 0.158, -0.565], [-0.307, -0.226, 0.583], [0.132, -0.089, 0.019], [-0.231, -0.201, 0.308], [0.029, 0.053, -0.276], [-0.734, 0.254, -0.551], [0.139, -0.048, 0.611], [-0.683, -1.108, -0.661], [-0.005, -0.420, -0.689], [-0.548, -0.532, 0.709], [-0.039, 0.110, 0.211], [0.124, -0.056, 0.032], [0.274, -0.037, 0.182], [0.101, 0.108, -0.189], [-0.060, 0.165, 0.193], [0.310, 0.617, -0.059], [0.283, -0.132, -0.301], [0.650, -0.725, 0.927], [-0.995, 0.407, -0.191], [1.259, -1.264, 1.551], [0.157, -1.511, -0.230], [-0.065, 1.097, 0.307], [0.429, 0.398, -0.285], [-0.347, -0.063, -0.057], [0.036, 0.141, -0.809], [0.277, 0.032, -0.179], [0.214, 0.084, -0.518], [-0.123, 0.155, 0.165], [-0.079, -0.456, 0.682], [-0.863, 0.074, -0.854], [0.708, -1.224, -0.500], [-1.948, 0.225, 2.374], [-0.746, 0.711, 0.909], [-0.284, 0.880, -0.633], [0.133, 0.182, 0.447], [0.396, 0.185, -0.077], [0.127, -0.041, 0.361], [0.458, -0.188, -0.598], [-0.024, -0.416, 0.484], [0.322, -0.150, 0.195], [-0.083, -0.271, -0.112], [0.092, 1.037, 0.771], [-0.796, -0.061, 0.076], [-0.831, 0.797, -0.215], [0.617, -0.444, -0.438], [-0.198, 1.204, 0.004], [0.141, -0.188, -0.497], [0.029, -0.428, 0.098], [0.257, -0.408, -0.094], [-0.083, -0.025, -0.236], [-0.071, -0.087, 0.266], [0.220, -0.336, 0.059], [-0.052, -0.225, -0.110]], "energy_ev": -41504.1293, "total_charge": 1}